(1)
C4H15N2O2 | the ωB97M-V functional and the def2-TZVPD basis

Element x y z (Å)
N (0.6105, -1.4803, 0.8183)
C (0.8258, 0.1237, 0.5830)
C (-0.6507, 0.5964, 0.3247)
C (-1.0318, 1.2681, 1.6082)
O (-1.2708, -0.6379, -0.0470)
C (1.6640, 0.1451, -0.5896)
N (3.0324, -0.3358, -0.2497)
H (0.3008, -1.6508, 1.8409)
H (-0.0889, -1.8845, 0.0766)
H (1.6668, -1.8348, 0.7855)
H (1.0931, 0.5461, 1.5393)
H (-0.7269, 1.3105, -0.4576)
H (-1.0187, 0.5524, 2.4286)
H (-0.4432, 2.2790, 1.7931)
H (-2.0410, 1.5535, 1.4039)
H (-2.0249, -0.3768, -0.6359)
H (1.7422, 1.0581, -1.2090)
H (1.2213, -0.6301, -1.4480)
H (3.6373, 0.5292, 0.0756)
H (3.4170, -1.0085, -0.9666)
H (-2.3244, 0.2804, -2.7937)
H (-3.5586, 0.3996, -1.9599)
O (-2.6287, 0.4866, -1.9544)

The calculation puts the relative energy (zero: lowest compared OMol25 entry of this formula, charge and spin) at 63.3 kcal/mol. The total charge is +1. As for the calculated total energy: -421.09254 Eh.

(2)
C4H15N2O2 | the ωB97M-V functional and the def2-TZVPD basis

Element x y z (Å)
C (0.1757, 1.9253, 2.0069)
C (-0.6346, 2.3703, 0.7686)
C (-0.4714, 1.3983, -0.4302)
N (-0.1983, -0.6213, -2.2056)
C (-0.9011, -0.8512, -1.1581)
N (-1.0528, 0.1032, -0.1306)
H (-0.2101, 0.9624, 2.3615)
H (0.0858, 2.6947, 2.8406)
H (1.2403, 1.7946, 1.7743)
H (-1.6837, 2.4698, 0.9795)
H (-0.2613, 3.4335, 0.4099)
H (-0.8766, 1.8082, -1.3447)
H (0.5919, 1.2457, -0.5847)
H (-0.0628, -1.4811, -2.7611)
H (0.5861, -2.4747, 0.4349)
H (-1.4836, -1.7650, -1.0091)
H (-1.8976, 0.1166, 0.3895)
H (0.5525, -3.1654, -0.9507)
H (0.6061, -4.4343, -2.0149)
O (0.2813, -3.5250, -1.8800)
H (2.6477, -0.7478, 0.9995)
H (1.1421, -1.0091, 0.6643)
O (1.8246, -0.2476, 0.8402)

The calculation puts the relative energy (zero: lowest compared OMol25 entry of this formula, charge and spin) at 216.0 kcal/mol. The total charge is +1. As for the calculated total energy: -420.84920 Eh.

(3)
C4H15N2O2 | the ωB97M-V functional and the def2-TZVPD basis

Element x y z (Å)
C (-2.7480, 0.6660, 0.0995)
C (-1.6017, 1.0842, -0.8334)
C (-0.2066, 0.5484, -0.5520)
C (0.3351, -0.2449, -1.4289)
N (1.7061, -0.7695, -1.2333)
N (-2.5740, 1.0448, 1.4693)
H (-2.9661, -0.3974, 0.0404)
H (-3.6665, 1.2316, -0.1909)
H (-1.5641, 2.1525, -1.0348)
H (-1.9105, 0.7714, -1.8220)
H (0.2300, 0.8682, 0.3873)
H (-0.1926, -0.6337, -2.2806)
H (2.1348, -1.0459, -2.1205)
H (2.2940, -0.0878, -0.7204)
H (1.5732, -1.5836, -0.6217)
H (-2.4333, 2.0317, 1.6997)
H (-3.1927, 0.5804, 2.1495)
H (0.4912, -2.7013, 1.7998)
H (-0.1751, -1.3394, 1.3916)
O (0.4385, -2.0306, 1.1073)
H (3.8081, -0.3633, 1.2909)
H (3.8946, 1.0829, 0.7326)
O (3.5818, 0.1928, 0.5349)

The multiplicity is 2. The calculation puts the relative energy (zero: lowest compared OMol25 entry of this formula, charge and spin) at 20.3 kcal/mol. The total charge is +2. As for the calculated total energy: -420.70387 Eh.

(4)
C4H15N2OS | the ωB97M-V functional and the def2-TZVPD basis

Element x y z (Å)
N (-1.2008, -0.2166, -0.8898)
C (0.1978, 0.2267, -0.4895)
C (0.0923, 1.4890, 0.3243)
S (-0.4304, 2.8739, -0.7371)
C (0.9124, -0.9027, 0.2751)
N (0.6731, -0.8659, 1.7223)
C (1.8653, -1.2501, 2.4707)
H (-1.8210, 0.5996, -0.9453)
H (-1.5929, -0.7595, -0.1205)
H (-1.2411, -0.6181, -1.8283)
H (0.7570, 0.3638, -1.4079)
H (-0.6411, 1.3416, 1.1255)
H (1.0005, 1.6782, 0.8931)
H (-0.1890, 3.8217, 0.1764)
H (0.7224, -1.8941, -0.1377)
H (1.9755, -0.6835, 0.1519)
H (-0.0443, -1.5238, 2.0101)
H (2.3873, -2.1242, 2.0684)
H (1.6100, -1.4984, 3.5034)
H (2.5749, -0.4307, 2.5506)
H (-2.0893, 0.7347, -3.7651)
H (-3.0375, -0.4384, -3.7734)
O (-2.4810, 0.0767, -3.1769)

The calculation puts the relative energy (zero: lowest compared OMol25 entry of this formula, charge and spin) at 14.5 kcal/mol. The total charge is +1. As for the calculated total energy: -744.09025 Eh.